This record from OMol25 describes a molecular structure, C26H46AgF15NO12 at a distorted geometry. The level of theory is ωB97M-V with the def2-TZVPD basis set.

Values from the calculation:
Strongest force on any atom, hartree/bohr: 0.1046
Orbital gap, eV: 1.34
Charge: -3
Electronic energy, eV: -98511.62484
LUMO, eV: 1.6628

Geometry (Å):
Ag  0.82706  -1.76290  1.46557
C  0.50530  4.30230  -1.16840
O  -0.54690  5.04996  -0.50351
O  0.19844  2.93021  -0.86186
C  0.93328  4.82443  -2.62787
F  -0.12530  4.99583  -3.37602
F  1.66296  5.97325  -2.58769
F  1.74271  3.98334  -3.13936
C  -0.66043  6.44611  -0.56418
C  -1.70709  6.79969  0.57391
H  -2.69821  6.40242  0.35494
H  -1.41251  6.47662  1.57238
H  -1.66508  7.88448  0.67172
H  -0.72995  6.80576  -1.59078
H  0.24724  6.88398  -0.14883
H  1.35855  4.57598  -0.54777
C  4.03132  -3.94881  -2.40774
O  4.66333  -2.66966  -2.69268
O  2.73423  -3.54899  -2.01118
C  4.31700  -4.95999  -3.56320
F  3.37147  -5.05581  -4.50561
F  5.37205  -4.59599  -4.28093
F  4.34626  -6.17692  -3.11853
C  5.35214  -2.11941  -1.53427
C  6.07257  -0.91693  -2.09380
H  6.71546  -0.57142  -1.28422
H  6.73814  -1.31582  -2.85931
H  5.30364  -0.26182  -2.50328
H  6.04660  -2.82647  -1.08054
H  4.61983  -1.70022  -0.84428
H  4.45964  -4.47670  -1.55569
C  3.79715  -6.44348  5.50179
O  4.44110  -6.03420  6.72553
O  2.98660  -5.42381  5.03548
C  4.96133  -7.02121  4.56997
F  4.43477  -7.58283  3.44749
F  5.90677  -6.07044  4.29213
F  5.59021  -8.01915  5.17475
C  4.40152  -6.88673  7.87995
C  4.79932  -6.15131  9.12092
H  5.84202  -5.84107  9.05285
H  4.19057  -5.26350  9.29214
H  4.65895  -6.70305  10.05042
H  5.07542  -7.74226  7.83461
H  3.44468  -7.36182  8.09638
H  3.19445  -7.33238  5.68809
C  4.24815  1.79384  5.05058
O  5.08297  0.99972  5.92750
O  2.94897  1.26163  5.21833
C  4.43959  3.34369  5.42852
F  4.40160  3.54212  6.69157
F  5.61491  3.79529  4.88591
F  3.44248  4.11589  5.08247
C  6.52393  1.21629  5.98243
C  7.28679  0.01817  6.57902
H  8.34835  0.20279  6.41444
H  7.05398  -0.19752  7.62178
H  6.99949  -0.91144  6.08771
H  6.75051  2.08439  6.60142
H  6.93103  1.40057  4.98824
H  4.52266  1.60109  4.01347
C  -5.44180  -0.77084  2.87256
O  -5.62858  0.58652  2.47821
O  -4.05106  -0.96657  3.02153
C  -6.30838  -1.04549  4.17744
F  -6.16123  -0.17201  5.20658
F  -7.62673  -1.04333  3.87507
F  -6.03456  -2.20038  4.69388
C  -6.79666  0.81204  1.68802
C  -6.74110  2.39652  1.34809
H  -5.87655  2.69306  0.75418
H  -7.61292  2.70583  0.77159
H  -6.67979  2.97742  2.26835
H  -7.73319  0.56568  2.18835
H  -6.77716  0.33893  0.70623
H  -5.72308  -1.36914  2.00594
C  -5.93704  4.47476  -8.36843
O  -6.44033  3.06410  -8.41368
C  -5.69252  2.24766  -9.31376
C  -5.83856  0.70998  -8.96108
N  -5.23289  0.34314  -7.58519
H  -5.53613  -0.52406  -7.16551
H  -4.24633  0.15605  -7.69367
C  -5.25800  1.46353  -6.46003
C  -4.56806  0.90184  -5.16973
O  -5.03312  -0.48650  -5.00435
C  -4.06767  -1.34447  -4.48993
H  -4.84709  4.46481  -8.36445
H  -6.34633  5.08510  -7.56339
H  -6.32358  4.84463  -9.31811
H  -4.67631  2.58902  -9.51096
H  -6.26328  2.44208  -10.22180
H  -5.46607  -0.03511  -9.66409
H  -6.90045  0.55326  -8.77146
H  -6.27423  1.83334  -6.32368
H  -4.71547  2.31092  -6.87922
H  -4.86006  1.48015  -4.29314
H  -3.48220  0.98902  -5.20699
H  -4.40493  -2.20535  -3.91266
H  -3.42986  -0.99312  -3.67885
H  -3.36070  -1.68881  -5.24472